(1)
{"formula": "C48H49BrF4N2PPbS", "method": "ωB97M-V with the def2-TZVPD basis set", "symbols": ["Pb", "Br", "S", "P", "F", "F", "F", "F", "N", "N", "C", "C", "C", "C", "C", "C", "C", "C", "C", "C", "C", "C", "C", "C", "C", "C", "C", "C", "C", "C", "C", "C", "C", "C", "C", "C", "C", "C", "C", "C", "C", "C", "C", "C", "C", "C", "C", "C", "C", "C", "C", "C", "C", "C", "C", "C", "C", "C", "H", "H", "H", "H", "H", "H", "H", "H", "H", "H", "H", "H", "H", "H", "H", "H", "H", "H", "H", "H", "H", "H", "H", "H", "H", "H", "H", "H", "H", "H", "H", "H", "H", "H", "H", "H", "H", "H", "H", "H", "H", "H", "H", "H", "H", "H", "H", "H", "H"], "xyz": [[-19.4034, 3.1626, 0.2347], [-19.8382, 0.3453, -2.5827], [-19.7875, 2.3254, 2.6422], [-21.8286, 3.6932, -1.1411], [-20.9808, -1.9591, -4.1950], [-25.0584, -0.0445, -5.5455], [-23.3864, -2.2200, -5.2700], [-24.2926, 2.3936, -4.6864], [-17.5702, 4.8294, 1.2996], [-21.2448, 4.6317, 0.1332], [-18.7730, 6.6895, 3.1643], [-16.8654, 8.3055, 2.3836], [-22.7571, 5.5327, 1.9122], [-24.2837, 6.6109, -2.7124], [-15.6789, 6.2622, 0.6529], [-22.5456, 4.3354, 4.1339], [-16.9439, 5.9600, 1.4356], [-25.2118, 1.2560, -0.4906], [-21.8133, -0.8886, -4.1379], [-22.6575, 1.5684, 0.4471], [-21.8479, 7.0896, 0.3509], [-23.8344, 0.0978, -4.9663], [-21.5383, 0.2852, -3.5195], [-23.4345, 0.6359, 1.0035], [-23.5136, 7.7933, 1.9918], [-15.7410, 5.1737, -1.7167], [-24.2881, 3.5700, 2.4568], [-24.4109, 2.2996, -0.9771], [-19.7800, 7.8182, 2.9789], [-20.8380, 7.4569, -0.7462], [-23.5847, 6.4945, 2.4571], [-17.4847, 7.0118, 2.3823], [-23.0012, -1.0004, -4.7988], [-16.8439, -0.8972, 1.2462], [-23.4239, 1.3081, -4.3887], [-19.1305, -0.0603, 1.3581], [-22.2080, 4.9176, -3.5923], [-14.8568, 3.8268, 0.3035], [-18.6955, 0.9831, 2.1468], [-19.3834, 6.9062, -0.6050], [-22.2675, 1.4104, -3.6637], [-22.6726, 5.9298, -4.3993], [-18.1998, -1.0173, 0.9154], [-24.7581, 0.4980, 0.5927], [-22.6470, 8.0621, 0.9687], [-21.9422, 5.6922, 0.7684], [-15.0068, 5.2155, -0.3271], [-20.6633, 9.0181, -0.8178], [-22.9046, 4.1946, 2.6304], [-22.7659, 4.7892, -2.3215], [-15.6912, 8.4687, 1.5979], [-18.4129, 6.4701, 4.6543], [-23.0877, 2.4252, -0.5408], [-15.0302, 7.4702, 0.8704], [-23.7307, 6.7771, -3.9631], [-16.3731, 0.1681, 2.0080], [-17.3337, 1.0975, 2.4859], [-23.7963, 5.6104, -1.8659], [-17.7460, 5.6368, 4.7593], [-15.0322, 4.6753, -2.3800], [-21.5574, 4.8646, 4.1076], [-15.2620, 9.5016, 1.6906], [-18.5069, 7.3824, -1.2259], [-24.3066, 6.3456, 3.2616], [-20.6680, 7.7449, 3.6466], [-20.2144, -0.0777, 1.1254], [-20.3935, 9.3951, 0.1950], [-17.2908, 9.1820, 2.9016], [-14.1013, 3.2314, -0.2876], [-19.3528, 6.2267, 5.1579], [-24.0602, 8.6275, 2.3671], [-15.3497, 0.2260, 2.2839], [-19.3438, 5.8492, -0.8783], [-21.3041, 7.0910, -1.6477], [-17.9746, 7.3516, 5.1198], [-23.0522, 0.0781, 1.8052], [-20.1608, 7.9029, 1.9415], [-19.1471, 6.9741, 0.4180], [-19.8335, 9.2490, -1.5026], [-25.1131, 4.2573, 2.7722], [-14.0911, 7.7561, 0.3934], [-16.0151, 6.1447, -2.0373], [-21.6078, 1.5668, 0.7497], [-25.1010, 7.2196, -2.4270], [-16.6236, 4.5581, -1.7365], [-18.5344, -1.8730, 0.2881], [-24.4174, 3.2890, 1.4220], [-19.0717, 5.7514, 2.7992], [-14.6162, 3.7923, 1.3888], [-21.4750, 9.6893, -1.1821], [-24.7620, 2.9170, -1.7752], [-21.4466, 4.2122, -3.8599], [-13.9850, 5.5515, -0.4809], [-24.2548, 5.4413, -0.9085], [-22.2528, 6.1101, -5.3749], [-16.1613, -1.6061, 0.8572], [-22.5766, 9.1527, 0.7416], [-25.3571, -0.2333, 1.0731], [-24.1298, 7.5496, -4.6390], [-23.2600, 4.8925, 4.7408], [-15.7948, 3.3235, 0.1732], [-19.3033, 8.7749, 3.1979], [-26.2578, 1.1668, -0.8812], [-22.1455, 3.5288, 2.1182], [-22.3253, 3.3363, 4.5569], [-16.9508, 2.0534, 2.9554], [-24.3688, 2.6703, 3.0672]], "forces_ev_per_angstrom": [[0.169, 0.688, -0.226], [0.401, -0.060, 0.391], [0.032, -0.610, 0.211], [-0.646, -0.775, -0.429], [-0.119, 0.145, 0.361], [0.602, -0.125, -0.010], [0.113, 0.384, -0.075], [1.011, -0.799, 0.563], [0.594, 1.132, -0.163], [-0.596, 0.425, 0.079], [1.880, 1.530, 0.424], [-0.014, -1.732, -0.867], [-0.857, -2.006, 0.454], [0.494, -0.772, -0.102], [0.449, -0.811, 0.238], [1.823, -0.280, -1.010], [0.275, -0.127, 0.021], [-0.870, 0.654, 0.419], [0.427, -1.162, -0.298], [2.373, 0.746, -0.890], [0.829, -1.472, 0.080], [-0.254, 0.589, 0.766], [0.854, 0.736, 0.045], [-2.078, -0.475, 0.206], [0.098, -0.699, -0.259], [1.298, -1.124, 1.256], [-0.274, 0.480, 0.365], [0.611, -0.930, -0.035], [-0.731, 0.341, -0.188], [0.139, 1.833, -0.212], [-0.263, 1.836, 0.006], [0.256, 1.028, -0.806], [-1.397, -0.516, -0.836], [-0.865, 0.472, 0.007], [-0.446, -0.412, -0.645], [-0.331, -0.818, -0.289], [-0.492, 0.502, 0.563], [0.422, -0.750, -0.506], [0.838, 1.214, 0.887], [0.273, -0.203, -1.712], [-1.146, 1.357, -0.089], [-0.970, 0.935, -0.029], [-0.354, -0.208, -0.215], [0.473, 0.312, -0.965], [1.036, 1.122, -0.855], [-0.418, 1.999, 0.631], [-1.209, 0.769, 1.057], [0.215, 0.382, -0.149], [0.719, -0.644, -0.381], [0.418, -0.442, 1.402], [-0.635, 1.136, 1.745], [-0.777, 0.358, -0.440], [-0.529, 1.429, -0.348], [-0.783, 0.125, -0.418], [0.819, -0.344, -0.790], [-2.470, 0.247, 0.383], [1.526, 0.684, -0.504], [0.100, -0.008, -0.930], [0.406, -0.453, 0.098], [-0.076, 0.341, -0.371], [-0.726, -0.196, 0.550], [-0.131, -1.115, -0.440], [-2.025, -0.288, 1.001], [0.452, -0.642, -0.089], [0.588, -0.244, -0.416], [0.898, -0.379, -0.075], [0.013, -0.188, -0.611], [0.327, -0.728, -0.215], [-0.544, 0.635, 0.715], [0.162, 0.018, 0.149], [-0.604, 0.195, 0.530], [0.745, 0.258, 0.069], [-0.076, 0.137, 0.117], [0.104, -0.054, -0.705], [0.015, 0.110, -0.012], [0.388, -0.935, 0.957], [0.241, -0.242, 0.705], [0.636, 0.033, 1.159], [-0.069, -0.135, 0.291], [0.638, -0.395, -0.269], [-0.248, -0.378, -0.039], [-0.006, 1.001, -0.545], [-0.312, 0.301, 0.042], [-0.677, 0.539, 0.412], [-0.463, -0.244, 0.468], [0.257, 0.813, 0.497], [-0.364, -0.016, -0.213], [-0.820, -1.182, -0.661], [0.043, 0.292, -0.782], [0.009, -0.985, 0.314], [-0.243, 0.342, -0.369], [0.296, -0.118, -0.357], [0.008, 0.595, -0.187], [0.031, 0.047, 0.369], [0.080, -0.123, -0.234], [0.588, -0.705, -0.270], [0.238, -1.158, -0.336], [-0.672, -0.554, 0.199], [0.319, -0.395, 0.351], [-0.040, -0.076, -0.136], [-0.480, -0.455, 0.193], [-0.062, 0.065, 0.176], [1.096, -0.088, 0.438], [-0.869, 0.417, 0.917], [-0.388, 0.455, -0.042], [-0.732, -1.329, -0.229], [0.006, -0.081, -0.004]], "homo_energy_ha": -0.1605, "homo_lumo_gap_ev": 3.9, "e_tot_ev": -159831.513, "total_charge": -1, "de_lowest_kcal_mol": 46.0, "multiplicity": 1, "max_force_ha_per_bohr": 0.051}

(2)
{"formula": "C48H50N4O6P2V", "method": "ωB97M-V with the def2-TZVPD basis set", "symbols": ["V", "P", "P", "O", "O", "O", "O", "O", "O", "N", "N", "N", "N", "C", "C", "C", "C", "C", "C", "C", "C", "C", "C", "C", "C", "C", "C", "C", "C", "C", "C", "C", "C", "C", "C", "C", "C", "C", "C", "C", "C", "C", "C", "C", "C", "C", "C", "C", "C", "C", "C", "C", "C", "C", "C", "C", "C", "C", "C", "C", "C", "H", "H", "H", "H", "H", "H", "H", "H", "H", "H", "H", "H", "H", "H", "H", "H", "H", "H", "H", "H", "H", "H", "H", "H", "H", "H", "H", "H", "H", "H", "H", "H", "H", "H", "H", "H", "H", "H", "H", "H", "H", "H", "H", "H", "H", "H", "H", "H", "H", "H"], "xyz": [[0.4990, -0.0705, -0.0774], [-2.9286, 4.1250, -3.0744], [-1.8413, 1.2136, -2.2678], [-1.0118, -1.5664, -0.4111], [1.2981, -0.8324, -1.7177], [-0.9151, 2.5956, 3.0908], [0.2879, 1.0981, 1.3481], [1.2036, -2.3430, 0.7959], [-0.9760, -1.9384, 2.2420], [0.1502, -1.1732, 4.0579], [2.5224, 0.3235, 0.0897], [-1.5731, -3.5978, -1.1146], [3.3686, -0.2341, -0.9211], [-1.2678, -5.0132, -1.2969], [-5.8080, 4.4287, 0.5299], [2.6032, -0.8177, -1.7787], [3.2085, -1.5394, -2.9504], [1.0655, 1.7554, 2.2031], [-1.5622, 3.6901, 3.7226], [3.2197, 2.3833, 3.0608], [1.3646, -2.2311, 2.1817], [-2.7305, 2.3394, -3.4335], [1.4026, -0.9165, 4.7605], [0.0728, -1.7572, 2.8379], [-3.7609, 5.0036, -0.5980], [5.1068, -2.5098, -4.0707], [2.9435, -2.5690, -5.1124], [2.6119, 3.1249, 4.0467], [-3.9383, 0.5977, 1.2942], [2.3988, -1.9077, -4.0109], [4.5627, -1.8460, -2.9761], [-5.7500, 6.1261, -5.3171], [-4.0774, 4.5932, -4.4530], [-0.8687, 3.2743, -0.4751], [1.2038, 3.2252, 4.1038], [-4.6108, 5.1285, 0.5040], [0.4423, -3.3701, 0.2663], [-5.2602, -0.1819, -0.5470], [3.1380, 0.9601, 1.0285], [-5.3200, 3.5094, -1.6393], [-3.1278, 0.9098, -0.9709], [-2.6580, -3.0407, -1.9224], [-0.6327, 2.3667, -1.5162], [-5.7513, 5.4645, -6.5428], [-6.1675, 3.6214, -0.5494], [-0.7663, -2.7753, -0.4456], [-1.0344, -0.5607, 4.6301], [0.1477, 4.0846, -0.0065], [-4.2899, 0.2740, -1.4259], [0.4402, 2.5571, 3.1679], [-4.9099, 4.3792, -6.7257], [4.2979, -2.8689, -5.1423], [-4.0774, 3.9525, -5.6910], [-4.9213, 5.6975, -4.2911], [2.4502, 1.6811, 2.1083], [-5.0917, -0.0125, 0.8265], [-2.9536, 1.0398, 0.4088], [1.4199, 4.0220, -0.5813], [-4.0935, 4.1794, -1.6671], [1.6576, 3.1586, -1.6331], [0.6356, 2.3281, -2.0917], [1.2588, -1.1109, 5.8246], [-2.1048, 2.3388, -4.3315], [-4.4368, 0.1161, -2.4898], [-2.1894, -5.5285, -1.5592], [5.1814, -1.5595, -2.1352], [4.3021, 2.3441, 2.9939], [-0.8183, 0.4835, 4.8614], [-6.4705, 4.5163, 1.3827], [-6.3984, 6.9791, -5.1582], [1.7193, 0.1240, 4.6382], [-3.5870, -3.5618, -1.6917], [2.3080, -2.8445, -5.9445], [0.7293, 3.8271, 4.8678], [-6.1463, -0.6721, -0.9328], [-3.7777, 0.7237, 2.3583], [-2.8254, 5.5536, -0.6277], [-3.4242, 3.1072, -5.8694], [-4.8954, 3.8543, -7.6729], [-5.6170, 2.8989, -2.4852], [-1.8432, -0.6083, 3.9084], [1.6590, -3.1771, 2.6505], [2.1969, -1.5695, 4.4176], [2.6371, 3.1023, -2.0908], [1.0327, -3.9207, -0.4725], [0.1097, -4.0714, 1.0334], [-7.1064, 3.0818, -0.5371], [-4.9389, 6.2259, -3.3433], [-0.8902, -5.4614, -0.3829], [-0.0446, 4.7676, 0.8121], [-1.3288, -1.0785, 5.5453], [-4.3359, 5.7733, 1.3293], [2.2191, 4.6443, -0.1977], [-1.8474, 3.3238, -0.0082], [0.8336, 1.6324, -2.8988], [-3.6689, 1.8589, -3.7154], [-1.6117, 3.5520, 4.8052], [-1.0479, 4.6286, 3.5038], [-6.3999, 5.7966, -7.3437], [-2.7739, -1.9812, -1.6975], [-2.0408, 1.4653, 0.8314], [2.1796, -1.5221, 2.2914], [1.3448, -1.6643, -3.9703], [4.2234, 0.9935, 0.9795], [-2.5706, 3.7259, 3.3185], [-2.4360, -3.1598, -2.9842], [4.7261, -3.3747, -5.9991], [3.2118, 3.6496, 4.7794], [-0.5443, -5.1739, -2.0992], [6.1632, -2.7486, -4.0853], [-5.8441, -0.3687, 1.5192]], "forces_ev_per_angstrom": [[0.677, -1.338, -0.826], [-0.046, 0.374, -0.170], [-0.203, 0.033, 0.448], [0.383, 0.057, -0.007], [0.991, -0.442, -0.997], [-0.322, 0.228, 0.003], [-0.347, 1.634, 2.144], [0.546, 0.473, -0.251], [-0.087, -0.137, 0.351], [0.321, -0.019, -0.080], [0.963, 0.110, -0.109], [-0.213, -0.586, -0.360], [-0.134, 0.673, 1.288], [-0.170, 0.239, -0.037], [0.025, -0.035, -0.086], [-1.530, -0.592, -0.877], [0.060, 0.320, 0.590], [-1.021, -1.307, -1.739], [0.124, -0.217, -0.039], [-0.029, -0.061, -0.085], [0.038, 0.009, 0.285], [0.010, -0.016, -0.272], [-0.250, 0.083, -0.052], [-0.192, 0.237, 0.147], [-0.128, 0.063, 0.257], [-0.068, 0.076, 0.179], [-0.101, 0.140, 0.253], [-0.219, 0.059, 0.078], [0.124, 0.020, -0.189], [-0.066, -0.206, -0.471], [0.275, -0.118, -0.196], [0.061, -0.091, -0.054], [-0.024, 0.011, 0.063], [-0.129, -0.076, -0.012], [0.284, -0.092, -0.147], [0.058, -0.112, -0.245], [-0.507, -0.320, -0.262], [0.053, 0.107, 0.122], [-0.598, 0.019, -0.070], [0.060, -0.039, 0.018], [0.066, -0.145, -0.055], [0.085, -0.008, 0.130], [-0.003, 0.045, 0.076], [0.039, 0.031, 0.141], [0.150, 0.081, 0.058], [-0.433, 0.683, 0.118], [0.059, -0.032, 0.012], [0.201, -0.007, -0.167], [-0.041, 0.027, 0.098], [0.232, 0.370, 0.592], [0.098, -0.009, 0.166], [0.001, 0.036, 0.025], [-0.059, 0.007, -0.097], [-0.008, -0.002, 0.017], [0.965, 0.070, 0.194], [0.058, 0.032, -0.187], [0.148, 0.084, 0.129], [-0.221, 0.094, 0.168], [-0.300, 0.089, 0.041], [-0.111, -0.148, -0.107], [0.219, 0.115, 0.058], [-0.028, -0.002, -0.001], [-0.007, -0.140, -0.030], [0.009, -0.007, -0.012], [-0.008, -0.017, 0.007], [-0.017, 0.009, -0.031], [-0.038, -0.009, 0.040], [-0.029, 0.040, 0.004], [0.014, -0.002, -0.016], [0.007, -0.012, -0.011], [0.004, 0.007, -0.023], [-0.021, -0.031, 0.011], [-0.006, 0.006, 0.002], [0.068, 0.012, 0.008], [0.006, 0.008, 0.014], [0.004, -0.023, -0.013], [-0.032, -0.037, 0.018], [-0.042, 0.005, -0.001], [0.010, 0.011, 0.010], [0.026, -0.018, 0.017], [0.005, -0.011, -0.028], [0.099, -0.107, -0.137], [0.030, -0.059, -0.046], [0.008, -0.010, 0.027], [0.131, 0.036, 0.028], [-0.078, -0.009, 0.031], [0.017, 0.014, 0.007], [0.001, -0.040, -0.019], [0.032, 0.000, 0.079], [0.020, -0.003, 0.023], [-0.021, 0.005, 0.036], [0.000, 0.002, 0.000], [-0.020, 0.013, -0.001], [0.183, 0.033, -0.126], [0.013, -0.059, 0.025], [-0.081, -0.024, 0.001], [0.003, 0.023, 0.062], [0.018, 0.034, -0.011], [0.008, -0.005, 0.018], [0.062, -0.184, 0.005], [-0.238, -0.191, -0.128], [0.034, 0.102, 0.164], [0.021, -0.007, 0.011], [0.063, 0.079, 0.092], [-0.037, -0.031, -0.007], [0.026, -0.011, -0.037], [-0.018, -0.010, 0.021], [-0.028, 0.011, -0.027], [0.024, 0.013, -0.037], [-0.013, 0.012, -0.002], [0.002, 0.013, -0.016]], "homo_energy_ha": [-0.2232, -0.2734], "s_squared": 3.76, "homo_lumo_gap_ev": [6.6, 7.9], "e_tot_ev": -113099.580, "multiplicity": 4, "max_force_ha_per_bohr": 0.053}